The following is a DFT calculation (ωB97M-V/def2-TZVPD) of 3 unconnected molecules or ions with the total composition C15H40BO13P3 at a distorted geometry.

The value obtained for the total energy is -71372.7900 eV. The calculation puts the relative energy (zero: lowest compared OMol25 entry of this formula, charge and spin) at 0.0 kJ/mol. The HOMO energy comes out at -10.0294 eV. As for the SMILES: COP(=O)(OC)OB(C)O.CCOP(=O)(OCC)OCC.CCOP(=O)(OCC)OCC. Its charge is 0. Its gap between HOMO and LUMO is 9.9 eV. As for the multiplicity: 1.

Each line ends with the Mulliken charge.
Atoms and positions in Å:
C: -1.0686 -4.9735 -2.5401  -0.5854
O: -1.2891 -4.5706 -3.9061  -0.0143
P: -2.0520 -5.5943 -4.8407  0.8845
O: -2.5061 -4.9941 -6.0893  -0.6964
O: -3.2540 -6.1149 -3.9452  -0.3759
C: -4.0862 -7.1140 -4.5549  -0.7259
O: -1.1073 -6.8752 -4.9941  -0.4357
B: -0.0129 -6.8912 -5.8799  0.5865
C: 0.7380 -8.2542 -6.0644  -0.8934
O: 0.3998 -5.7992 -6.5807  -0.4681
H: -0.4374 -5.8628 -2.5099  0.2960
H: -0.5503 -4.1701 -2.0234  0.1727
H: -2.0125 -5.1676 -2.0365  0.2962
H: -3.9668 -8.0684 -4.0455  0.2551
H: -5.1176 -6.7797 -4.4692  0.2620
H: -3.8669 -7.2486 -5.6137  0.3338
H: 0.4310 -8.9924 -5.3252  0.2263
H: 1.8084 -8.0774 -5.9353  0.2968
H: 0.6083 -8.6410 -7.0766  0.3182
H: 0.4325 -4.9700 -6.0932  0.2752
C: 3.7647 1.0496 1.2033  -0.7646
C: 4.0205 1.0269 -0.2914  -0.3304
O: 3.0859 0.2064 -1.0126  -0.3589
P: 1.5807 0.6877 -1.1825  0.9076
O: 1.4579 1.9257 -1.9574  -0.7650
O: 1.0495 -0.5158 -2.1182  -0.2460
C: 0.4410 -0.2594 -3.3838  -0.2750
C: 1.4519 -0.3279 -4.5106  -1.1874
O: 0.9384 0.1692 0.1693  -0.2804
C: -0.3442 0.6813 0.5968  0.0485
C: -1.4702 0.3082 -0.3459  -1.1189
H: 2.8285 1.5542 1.4450  0.0997
H: 4.5714 1.5768 1.7134  0.4024
H: 3.6982 0.0354 1.5972  0.2434
H: 4.0045 2.0391 -0.7032  0.2896
H: 5.0024 0.6034 -0.4960  0.3004
H: -0.0724 0.7024 -3.3790  0.3329
H: -0.3227 -1.0272 -3.5243  0.3945
H: 2.3470 0.2445 -4.2673  0.2957
H: 1.0262 0.0606 -5.4363  0.3743
H: 1.7654 -1.3593 -4.6803  0.2580
H: -0.2777 1.7657 0.7045  0.1448
H: -0.5287 0.2623 1.5836  0.2872
H: -1.3815 0.8293 -1.3005  0.2619
H: -2.4281 0.5809 0.0977  0.4604
H: -1.4632 -0.7623 -0.5510  0.2202
C: -2.1600 2.0181 6.4098  -1.0599
C: -1.9584 2.0758 4.9081  -0.2534
O: -1.6433 3.3921 4.4409  -0.3038
P: -0.2068 4.0374 4.7596  1.1383
O: 0.7696 3.3854 3.8496  -0.7330
O: -0.3511 5.4556 3.9123  -0.3980
C: 0.5847 5.8417 2.9125  -0.3224
C: 0.1361 5.4148 1.5274  -0.8826
O: -0.6812 4.8880 6.0510  -0.3296
C: 0.2836 5.4818 6.9519  -0.3097
C: 1.1315 6.5528 6.2959  -0.9917
H: -1.2272 2.2104 6.9454  0.2592
H: -2.5204 1.0326 6.7060  0.4132
H: -2.8804 2.7706 6.7291  0.2658
H: -1.1743 1.3794 4.5952  0.2269
H: -2.8763 1.7893 4.3967  0.3569
H: 1.5768 5.4479 3.1359  0.3497
H: 0.6559 6.9310 2.9608  0.3616
H: -0.1839 4.3730 1.5261  -0.0331
H: 0.9422 5.5349 0.8020  0.3703
H: -0.7146 6.0141 1.1998  0.3232
H: 0.9143 4.6965 7.3740  0.2989
H: -0.2998 5.9056 7.7667  0.3307
H: 1.8246 6.1274 5.5678  0.2569
H: 1.7186 7.0716 7.0545  0.4312
H: 0.5046 7.2737 5.7743  0.2311

The following is a DFT calculation (ωB97M-V/def2-TZVPD) of a molecular structure, C15H40CrF3N5O14PS3 at a distorted geometry.

The value obtained for the total energy is -130686.5828 eV. The HOMO energy (spin up / spin down) comes out at -0.1430 / -0.9216 eV. Its charge is -2. Its gap between HOMO and LUMO (spin up / spin down) is 3.7 / 4.5 eV. As for the multiplicity: 6.

Each line ends with the Mulliken charge.
Atoms and positions in Å:
Cr: -0.3611 -0.4819 1.5902  0.1856
S: -2.6398 -1.0089 4.1219  1.5551
O: -3.6561 -1.9809 3.9019  -0.6282
O: -3.1566 0.3255 4.2945  -0.7076
O: -1.8636 -1.4509 5.2359  -0.3451
O: -1.7012 -0.9564 2.9758  -0.3254
S: 1.1727 0.9899 3.9648  1.2628
O: 0.3404 2.1544 3.8031  -0.8911
O: 1.0295 0.1733 2.7979  -1.3609
O: 2.5934 1.1712 4.2645  -0.7661
O: 0.5060 0.2281 4.9955  -0.7310
C: 1.3369 -4.8684 2.3965  0.5788
F: 0.6426 -6.0178 2.1644  -0.2771
F: 2.1797 -5.1710 3.3275  -0.2555
F: 2.0474 -4.6545 1.2926  -0.1956
S: 0.1077 -3.4356 2.9847  1.2525
O: -1.2061 -4.1162 2.9929  -0.7246
O: 0.3369 -3.0467 4.3875  -0.6255
O: 0.2466 -2.3745 1.9903  -0.9698
O: 0.9707 0.1113 -0.0324  2.3526
P: 2.1683 0.3199 -0.8546  -1.9131
N: 3.4869 1.1285 -0.0772  0.2362
C: 3.3791 2.5409 0.2310  -1.0957
C: 4.2597 0.3856 0.9101  -0.8691
N: 1.9046 1.2651 -2.2372  0.6664
C: 2.9951 1.9955 -2.8925  -1.2751
C: 0.6224 1.0637 -3.0206  -0.3885
N: 2.8130 -1.1344 -1.4809  0.7047
C: 3.8449 -1.1157 -2.4853  -1.0087
C: 2.5160 -2.4960 -0.9466  -0.7263
H: 4.3926 2.9288 0.1289  0.3282
H: 3.1501 2.7097 1.2833  0.2726
H: 2.5988 2.9753 -0.3939  0.4018
H: 3.6676 0.2840 1.8196  0.1334
H: 5.1266 0.9650 1.2278  0.3731
H: 4.6378 -0.5292 0.4538  0.2643
H: 3.2707 1.4936 -3.8200  0.3748
H: 2.7289 3.0412 -3.0469  0.3285
H: 3.9466 1.9599 -2.3621  0.3617
H: 0.0786 0.2152 -2.6053  -0.2285
H: 0.1781 2.0368 -3.2300  0.3285
H: 0.8809 0.7782 -4.0403  0.3744
H: 4.2399 -2.0950 -2.7558  0.3890
H: 3.6229 -0.6318 -3.4364  0.1726
H: 4.7114 -0.5421 -2.1564  0.3425
H: 2.7454 -2.5897 0.1149  0.3805
H: 2.8954 -3.3351 -1.5297  0.3375
H: 1.4422 -2.6499 -1.0535  -0.1254
C: -0.3572 3.4175 0.6885  -1.8347
C: -1.6145 2.7224 0.7197  1.0921
C: -2.2611 2.3359 -0.6601  0.1082
O: -2.5979 3.5327 -1.3714  -0.4567
C: -3.9448 4.0250 -1.1198  -0.6287
N: -1.2854 1.5033 1.5270  0.3433
H: 0.4560 2.8954 0.1843  0.1236
H: 0.0985 3.6653 1.6472  0.4897
H: -0.5582 4.3548 0.1697  0.4591
H: -2.3885 3.2782 1.2489  0.4490
H: -3.0678 1.6054 -0.5986  0.4479
H: -1.5055 1.7083 -1.1327  -0.6984
H: -4.1965 4.1891 -0.0720  0.2460
H: -4.5297 3.2034 -1.5332  0.2016
H: -4.0491 5.0263 -1.5379  0.2796
H: -2.1173 1.3627 2.0822  0.0922
H: -0.6546 1.9608 2.1695  -0.2412
C: -1.3630 -3.2174 -0.7941  -1.2834
C: -1.7391 -1.7519 -1.1247  2.2112
C: -2.9963 -1.7700 -2.0144  -1.1407
O: -3.5660 -0.4744 -2.1720  -0.1615
C: -4.5560 -0.3531 -3.1364  -0.9168
N: -1.8525 -0.9595 0.0077  1.1411
H: -2.2377 -3.7975 -0.5000  0.5017
H: -0.5836 -3.2183 -0.0320  -0.1680
H: -0.9517 -3.7266 -1.6656  0.3940
H: -0.9412 -1.2038 -1.6258  -1.3826
H: -3.5883 -2.4240 -1.3741  0.3010
H: -2.8099 -2.1894 -3.0031  0.4242
H: -5.4724 -0.5457 -2.5785  0.3683
H: -4.4954 -0.9751 -4.0294  0.3131
H: -4.6042 0.7153 -3.3471  0.2166
H: -2.1535 -0.2090 -0.5975  -0.8985
H: -2.7465 -1.2442 0.3817  0.0835

The following is a DFT calculation (ωB97M-V/def2-TZVPD) of 9 unconnected molecules or ions with the total composition C15H40F14N7O12P2S2 at a distorted geometry.

The value obtained for the total energy is -129495.5180 eV. The HOMO energy comes out at -10.7222 eV. Its charge is +1. Its gap between HOMO and LUMO is 7.5 eV. As for the multiplicity: 1.

Each line ends with the Mulliken charge.
Atoms and positions in Å:
C: -2.5359 -0.5145 3.4128  -0.7247
C: -1.9012 -1.7427 3.9988  0.4885
O: -2.2176 -2.2992 4.9660  -0.4543
N: -0.7126 -2.2489 3.1703  0.8175
H: -0.7762 -1.8011 2.2371  -0.5302
H: 0.0373 -1.7484 3.6666  0.0390
C: -0.6936 -3.7415 3.1381  -0.6779
H: -3.2171 -0.1900 4.1992  0.5428
H: -3.1422 -0.7494 2.5409  0.2522
H: -1.7771 0.2456 3.2349  0.1380
H: -1.4693 -3.9977 2.4244  0.3370
H: -0.8123 -4.2183 4.1025  0.3486
H: 0.3036 -3.9997 2.7876  0.2245
C: -7.0781 2.3616 -3.1878  -1.0454
C: -5.9554 2.8315 -2.3213  0.5781
O: -5.2459 3.7486 -2.5006  -0.4151
N: -5.5124 1.8674 -1.2549  0.1385
H: -5.3713 2.2866 -0.3158  0.2386
H: -6.2538 1.1894 -1.0447  0.3850
C: -4.2897 1.0986 -1.6794  -1.3154
H: -7.9008 3.0627 -3.0116  0.3610
H: -7.4041 1.3514 -2.9616  0.3433
H: -6.8177 2.4912 -4.2352  0.3250
H: -3.4619 1.7947 -1.7726  0.3755
H: -4.4748 0.7211 -2.6842  0.4470
H: -4.0988 0.3535 -0.9180  0.4911
C: 3.3524 0.4849 -0.0162  1.2079
C: 4.7745 0.5430 0.4718  -0.0556
O: 5.0929 0.8584 1.5162  -0.3446
N: 5.8701 0.1716 -0.5342  -0.0460
H: 6.3806 -0.5429 0.0068  0.4042
H: 5.4281 -0.3216 -1.3138  0.3598
C: 6.6275 1.3796 -0.9695  -0.7836
H: 2.7139 0.4860 0.8575  -0.7999
H: 3.2466 -0.4651 -0.5530  -0.2178
H: 3.1062 1.3209 -0.6737  0.2679
H: 7.3101 1.0375 -1.7472  0.3817
H: 7.2134 1.8254 -0.1777  0.3116
H: 5.9151 2.0282 -1.4684  0.3397
C: 1.6219 -1.0557 -3.6075  -0.1232
C: 0.5627 -2.0528 -3.9830  0.3631
O: 0.8172 -3.1173 -4.3884  -0.4156
N: -0.8976 -1.5819 -3.8931  0.0914
H: -1.4315 -2.2583 -4.4520  0.4655
H: -1.2810 -1.6767 -2.9438  0.1927
C: -1.0478 -0.2238 -4.5375  -0.8412
H: 2.3290 -0.9791 -4.4294  0.5167
H: 2.0938 -1.4426 -2.7006  -0.3375
H: 1.2413 -0.0616 -3.3847  0.1506
H: -0.3989 -0.2317 -5.4083  0.4029
H: -0.8052 0.5290 -3.8012  0.2557
H: -2.0688 -0.2104 -4.9066  0.3774
C: 0.9525 4.2894 -1.3609  -1.4528
C: -0.1734 3.3891 -0.9489  0.7105
O: -0.8731 2.8013 -1.6859  -0.3420
N: -0.3187 3.2261 0.5421  0.5009
H: -0.5364 4.1847 0.8335  0.5030
H: -1.1373 2.5920 0.6818  -0.1798
C: 0.9082 2.6309 1.2342  -0.7425
H: 0.7412 4.6718 -2.3554  0.4131
H: 1.9076 3.7744 -1.2994  0.1990
H: 0.9692 5.1816 -0.7273  0.4343
H: 0.7345 2.5793 2.3080  0.4357
H: 1.7059 3.3580 1.1215  0.4728
H: 0.9568 1.6360 0.8183  -0.0770
P: -0.7226 -0.6267 -0.2199  2.4687
F: -1.7227 -0.5920 -1.5019  -0.6142
F: -1.4301 0.6742 0.4048  -0.5227
F: -1.8475 -1.4870 0.5681  -0.5182
F: 0.2618 -0.6760 1.0637  -0.4049
F: -0.0513 -1.9451 -0.7728  -0.4498
F: 0.3380 0.3530 -0.9491  -0.4242
P: 2.2632 0.2861 4.6328  1.4085
F: 3.8096 -0.0787 4.6067  -0.3758
F: 2.4964 1.2497 3.3147  -0.3969
F: 1.8701 -0.8893 3.5620  -0.6278
F: 0.6788 0.7128 4.6470  -0.4000
F: 2.0083 -0.6716 5.8929  -0.3737
F: 2.5546 1.4702 5.6864  -0.3628
N: 3.6592 -4.7391 -0.1654  -0.4431
S: 2.2511 -4.0521 -0.0920  0.8510
O: 1.9247 -3.4376 1.1685  -0.1534
O: 1.2423 -4.5432 -0.9722  -0.6307
F: 2.7476 -2.6527 -0.8382  -0.3997
S: 3.4054 -5.7762 1.1148  1.1159
O: 2.1742 -6.4835 1.1663  -0.5479
O: 4.0449 -5.2953 2.2883  -0.5819
F: 4.4771 -6.8462 0.6125  -0.2745
N: -4.3069 2.2689 1.7115  0.7929
O: -3.3198 2.7225 1.0131  -0.5703
O: -4.8374 1.1661 1.3455  -0.6319
O: -4.7932 2.9786 2.5961  -0.6399